Record 1
C12H56O16 | ωB97M-V/def2-TZVPD

Structure (XYZ):
```
84
Properties=species:S:1:pos:R:3:lowdin_charge:R:1
C 1.1658 4.2299 -0.1739 -0.1671
O -0.0523 4.9409 -0.1426 -0.1062
H 1.5877 4.0345 0.8123 0.0811
H 1.0079 3.2673 -0.6664 0.0406
H 1.9315 4.7524 -0.7511 0.0839
H 0.0440 5.6047 -0.8287 0.0664
C 4.0444 -1.9496 1.2365 -0.0940
O 3.3931 -1.1448 0.2854 -0.1520
H 4.7952 -2.5948 0.7861 0.1004
H 4.4725 -1.3180 2.0194 0.0872
H 3.2901 -2.5040 1.8010 0.0548
H 2.8675 -0.4815 0.7576 0.0607
C 2.1603 -1.3225 4.0166 -0.0539
C 1.2463 -0.7840 2.8737 -0.2629
O 1.8134 0.3408 2.1741 -0.1097
H 1.7486 -2.2382 4.4404 0.0616
H 2.2174 -0.6140 4.8455 0.0739
H 3.1842 -1.4825 3.6896 0.0489
H 0.2085 -0.5609 3.1247 0.1098
H 1.2015 -1.5114 2.0617 0.0788
H 1.6609 1.0998 2.7565 0.0703
C 1.2214 -4.1798 0.3850 -0.0890
C 1.5519 -4.8685 1.6648 -0.3164
O 0.9847 -4.1180 2.7191 -0.0733
H 1.6323 -3.1754 0.2753 0.0678
H 0.1475 -4.1173 0.2096 0.0574
H 1.5745 -4.7326 -0.4892 0.0908
H 2.6281 -5.0226 1.7614 0.1154
H 1.0141 -5.8200 1.6177 0.1145
H 1.3096 -4.4938 3.5423 0.0865
C -1.4461 0.8019 0.2050 -0.0422
C -0.5617 -0.3800 -0.2509 -0.2475
O -1.3899 -1.5145 0.0517 -0.1256
H -1.5997 0.7294 1.2797 0.0668
H -2.3471 0.8481 -0.4022 0.0793
H -0.7763 1.6204 -0.0719 0.0698
H 0.4375 -0.4299 0.1716 0.0856
H -0.4044 -0.3168 -1.3301 0.0977
H -1.1064 -2.2507 -0.5027 0.0468
C -1.0009 3.3262 -3.0474 -0.0771
C -2.2954 4.0971 -2.8059 -0.3094
O -2.2357 5.3954 -3.3982 -0.0785
H -0.1530 3.9321 -2.7214 0.0526
H -0.9585 3.1135 -4.1147 0.0805
H -0.9312 2.4221 -2.4412 0.0601
H -2.5648 4.2145 -1.7543 0.1047
H -3.0988 3.4930 -3.2291 0.1101
H -1.3820 5.7753 -3.1763 0.0652
C 4.0712 1.0118 -2.0313 -0.0630
C 2.7032 0.7830 -1.3789 -0.2925
O 2.3836 -0.5845 -1.5549 -0.1871
H 4.3177 2.0647 -1.8845 0.0726
H 4.0698 0.7719 -3.0945 0.0755
H 4.7779 0.3354 -1.5520 0.0716
H 1.8823 1.4214 -1.7023 0.1063
H 2.8636 0.9720 -0.3170 0.0919
H 3.0004 -1.2444 -1.0644 0.0752
O -4.4854 2.1263 0.7262 -0.0602
H -5.2999 2.4277 0.3185 0.0553
H -4.6698 1.2130 0.9957 0.0139
O -3.7069 -1.5600 -1.6603 -0.0686
H -3.0036 -1.4481 -1.0109 -0.0024
H -3.2816 -1.3376 -2.5015 -0.0083
O -2.1573 -0.9614 -3.7656 -0.0460
H -1.1955 -0.8469 -3.7410 0.0170
H -2.3780 -1.0158 -4.6986 0.0638
O -0.7697 -3.6448 -1.8681 -0.0378
H -1.4127 -3.8078 -2.5664 0.0785
H -0.5462 -4.5179 -1.5352 0.0489
O -5.0430 -0.6150 0.6673 -0.0623
H -4.7368 -1.0070 -0.1629 0.0086
H -4.4406 -0.9633 1.3389 0.0028
O 0.5952 -1.4772 -3.3910 -0.0773
H 0.1812 -2.2083 -2.9216 -0.0059
H 1.3829 -1.2556 -2.8532 0.0155
O 0.0179 2.4587 3.3951 -0.0606
H -0.6480 2.7425 2.7506 0.0021
H -0.3579 1.6693 3.7932 0.0283
O -2.9293 -1.4486 2.3440 -0.0541
H -2.4753 -2.1634 2.7963 0.0512
H -2.3654 -1.2411 1.5856 -0.0053
O -2.4906 3.1978 2.3794 -0.0609
H -3.1120 2.9064 1.6964 -0.0029
H -2.9799 3.1335 3.2028 0.0513
```

Output
Energy relative to the best compared isomer or geometry (same formula, charge and spin) = 31.70 kcal per mole
HOMO = -9.8 eV
2S+1 = 1
Energy = -1694.54890 Eh

=====

Record 2
C4H6N2O | ωB97M-V/def2-TZVPD

Structure (XYZ):
```
13
Properties=species:S:1:pos:R:3:lowdin_charge:R:1
N -2.0925 0.5309 -0.3738 0.0665
C -0.7708 0.0705 -0.1600 -0.3219
C -0.4497 -1.3574 -0.4221 -0.1863
N 0.7348 -1.7892 -0.2436 0.1063
C 1.6704 0.9051 0.1048 -0.1801
O 2.3272 0.9999 1.2660 0.0012
C 0.2985 0.8039 0.1867 -0.0778
H -2.7991 -0.1725 -0.1827 0.0780
H -2.3068 1.3537 0.1774 0.0865
H -1.2792 -1.9859 -0.7830 0.1141
H 0.8344 -2.7765 -0.4684 0.0534
H 3.1508 1.4555 1.0550 0.0961
H 0.7406 1.9079 -0.1624 0.1642
```

Output
Energy relative to the best compared isomer or geometry (same formula, charge and spin) = 128.39 kcal per mole
HOMO = -7.5 eV
2S+1 = 1
Energy = -340.59031 Eh

=====

Record 3
C15H16N2O2 | ωB97M-V/def2-TZVPD

Structure (XYZ):
```
35
Properties=species:S:1:pos:R:3:lowdin_charge:R:1
C -0.4068 3.1615 4.1185 -0.0415
C -0.1912 2.4754 2.7903 -0.3109
C 0.7028 2.8291 1.8419 0.0013
C 1.0991 2.0431 0.6981 -0.2441
C 2.1073 2.4857 -0.2425 -0.0628
C 0.3818 0.8334 0.4985 0.0270
C -0.4569 0.3903 1.5238 -0.0918
C -1.0574 -0.9667 1.4107 -0.2398
O -2.0816 -1.2094 2.0737 0.0905
N -0.8112 -2.0270 0.3630 -0.3205
O 0.3981 -2.2286 0.3359 -0.1285
C -1.4238 -1.6356 -0.8877 -0.0312
C -2.1358 -2.8357 -1.6197 -0.1967
C -2.1930 -2.8387 -2.9712 -0.0440
C -2.6718 -3.9462 -3.6320 -0.0919
N -3.2266 -5.0174 -2.9709 0.0737
C -3.1623 -4.9558 -1.6742 -0.1708
C -2.6766 -3.8824 -0.9645 -0.0290
C -0.8155 1.2470 2.6700 0.0429
H 0.2895 3.9467 4.2615 0.0534
H -0.0699 2.3474 4.8820 0.1253
H -1.4500 3.5079 4.1267 0.0908
H 1.3693 3.7348 1.8452 0.1356
H 2.0398 3.5305 -0.4355 0.0717
H 2.0072 1.9948 -1.1733 0.0710
H 3.1076 2.3374 0.2377 0.1143
H 0.5775 0.1274 -0.2906 0.0987
H -1.2180 -2.8043 0.8048 0.1225
H -2.2718 -0.9122 -0.6644 0.1642
H -0.6804 -1.1414 -1.5635 0.1461
H -1.8670 -2.0442 -3.6590 0.1274
H -2.7254 -3.9882 -4.6448 0.0725
H -3.5187 -5.8606 -1.2634 0.0981
H -2.5883 -4.0856 0.1956 0.1599
H -1.3869 0.9475 3.5299 0.1167
```

Output
Energy relative to the best compared isomer or geometry (same formula, charge and spin) = 140.73 kcal per mole
HOMO = -8.6 eV
2S+1 = 1
Energy = -840.99648 Eh

=====

Record 4
H4N2O2P | ωB97M-V/def2-TZVPD

Structure (XYZ):
```
9
Properties=species:S:1:pos:R:3:lowdin_charge:R:1
N 0.0519 0.3354 1.2869 -0.0704
N -0.5638 -0.1342 0.0474 -0.2675
P 0.5139 -0.4126 -1.1992 0.2830
O 1.6965 -1.3255 -0.5112 -0.5709
O 0.8877 0.7440 -2.0530 -0.4876
H 0.5423 -0.4496 1.6941 0.0409
H 0.7128 1.0874 1.2259 0.0389
H -1.1813 0.5121 -0.4094 0.0369
H -0.2980 -1.0851 -2.1872 -0.0034
```

Output
Energy relative to the best compared isomer or geometry (same formula, charge and spin) = 66.98 kcal per mole
Total charge = -1
HOMO = -4.3 eV
2S+1 = 1
Energy = -603.81383 Eh

=====

Record 5
C4H8N3 | ωB97M-V/def2-TZVPD

Structure (XYZ):
```
15
Properties=species:S:1:pos:R:3:lowdin_charge:R:1
C 0.6606 -2.9113 -1.3643 -0.0642
C 1.8520 -1.7715 -0.1397 -0.0638
C -2.1749 1.7541 1.3307 0.0458
C 0.8131 0.3899 -0.2018 0.1545
N 1.6420 -2.9626 -0.5998 0.1442
N 0.0842 -1.6308 -1.3190 0.1986
N 0.9725 -0.8780 -0.5759 -0.0927
H 0.1018 -3.7916 -1.7272 0.1681
H 2.7482 -1.4211 0.4020 0.1775
H -2.6366 0.8228 1.6718 -0.0108
H -2.6925 2.3965 0.5765 0.0027
H -1.2877 2.2499 1.7980 0.0014
H -0.1267 0.9753 -0.4014 0.1005
H 1.6749 0.9532 0.1110 0.1039
H -0.6988 -1.3125 -1.7356 0.1342
```

Output
Energy relative to the best compared isomer or geometry (same formula, charge and spin) = 157.83 kcal per mole
Total charge = +1
HOMO (spin up / spin down) = -12.2 / -13.5 eV
2S+1 = 1
Energy = -321.03979 Eh

=====

Record 6
CH2O2S | ωB97M-V/def2-TZVPD

Structure (XYZ):
```
6
Properties=species:S:1:pos:R:3:lowdin_charge:R:1
C 0.0924 -0.0486 0.1505 -0.4230
O -2.1450 0.9784 0.0395 -0.5794
O 1.2220 -0.9329 0.0347 -0.0833
S -1.5244 -0.3189 0.0346 0.9115
H 0.4712 1.0227 0.3182 0.1136
H 1.8837 -0.7007 -0.5775 0.0605
```

Output
Energy relative to the best compared isomer or geometry (same formula, charge and spin) = 63.51 kcal per mole
HOMO = -9.3 eV
2S+1 = 1
Energy = -587.88558 Eh

=====

- The highest energy belongs to which entry?
  C4H8N3